# 1
Formula: C2H8BrO2Sr
Source: the OMol25 dataset
Level of theory: ωB97M-V with the def2-TZVPD basis set

```
14
C2H8BrO2Sr, DFT ωB97M-V with the def2-TZVPD basis set
Sr 3.517 1.121 -3.819
Br 1.610 -0.063 -2.011
C 0.660 1.292 1.897
O 1.308 1.963 0.827
H 0.439 2.033 2.658
H -0.278 0.822 1.579
H 1.288 0.506 2.332
H 1.392 1.353 0.091
C -2.003 -1.421 -0.522
O -0.799 -2.169 -0.461
H -2.723 -1.926 0.115
H -1.863 -0.399 -0.157
H -2.413 -1.385 -1.537
H -0.136 -1.726 -0.993
```

Computed properties:
* HOMO: -0.444 Ha
* lowest unoccupied orbital energy: -6.39 eV
* net charge: +1

# 2
Formula: C21H30BrF9InN2Na2O7PS
Source: the OMol25 dataset
Level of theory: ωB97M-V with the def2-TZVPD basis set

```
75
C21H30BrF9InN2Na2O7PS, DFT ωB97M-V with the def2-TZVPD basis set
C 3.988 -2.833 0.699
C 3.003 -3.404 -0.164
C 2.883 -3.086 -1.760
In 1.994 -0.969 -2.118
C -0.231 -1.388 -2.516
C -0.735 -2.182 -1.202
C -2.325 -2.413 -1.118
C -3.214 -1.192 -1.637
C -3.145 0.109 -0.663
F -3.053 -0.462 0.680
F -1.939 0.848 -0.816
C -4.477 0.989 -0.653
F -4.518 1.652 0.627
F -5.670 0.199 -0.678
S -4.622 2.320 -1.947
F -5.810 3.082 -1.005
F -5.903 1.477 -2.678
F -3.610 1.566 -3.028
F -3.426 3.265 -1.289
F -4.866 3.514 -3.087
C 3.097 -0.134 -3.901
C 3.009 1.447 -4.093
O 3.536 1.939 -5.146
C 2.325 2.485 -3.099
C 0.781 2.528 -2.825
C 0.305 3.635 -1.838
C 1.231 4.645 -1.128
C 2.749 4.608 -1.430
C 3.265 3.530 -2.406
P 2.304 0.344 0.029
N 0.828 1.378 0.311
O 3.633 1.484 -0.061
H 3.819 -2.744 1.829
H 4.982 -2.452 0.309
H 2.302 -4.163 0.329
H 3.971 -3.020 -2.145
H 2.271 -3.901 -2.299
H -0.341 -2.037 -3.465
H -0.777 -0.402 -2.693
H -0.302 -1.749 -0.221
H -0.265 -3.238 -1.288
H -2.607 -2.790 -0.067
H -2.557 -3.302 -1.823
H -2.916 -0.854 -2.701
H -4.290 -1.588 -1.747
H 4.197 -0.474 -3.903
H 2.607 -0.605 -4.840
H 0.067 1.793 -3.342
H -0.809 3.679 -1.613
H 0.736 5.385 -0.400
H 3.419 5.368 -0.914
H 4.381 3.488 -2.627
H 0.084 0.796 0.757
H 1.049 2.095 1.037
H 3.203 2.361 0.206
Na -0.484 -0.039 1.892
C -4.389 2.109 5.704
C -3.811 2.406 4.353
O -2.409 2.327 4.579
C -2.225 1.536 5.672
O -1.160 1.127 6.036
O -3.405 1.271 6.295
H -5.350 1.597 5.643
H -4.503 3.008 6.317
H -4.092 1.659 3.604
H -4.091 3.395 3.988
C 3.614 -5.414 4.809
N 3.552 -4.534 3.613
O 3.338 -3.347 3.803
O 3.720 -5.069 2.527
H 3.449 -4.809 5.699
H 2.835 -6.167 4.704
H 4.604 -5.869 4.831
Na 2.254 -5.603 -2.113
Br 4.942 -0.218 -0.397
```

Computed properties:
* HOMO: -0.182 Ha
* lowest unoccupied orbital energy: -1.87 eV
* net charge: 0

# 3
Formula: C4H12IMnO2
Source: the OMol25 dataset
Level of theory: ωB97M-V with the def2-TZVPD basis set

```
20
C4H12IMnO2, DFT ωB97M-V with the def2-TZVPD basis set
Mn -1.231 -0.837 5.273
I -0.944 -0.608 2.474
C -1.109 -1.111 -2.179
C -1.884 -2.008 -1.231
O -0.904 -2.696 -0.416
H -0.430 -0.390 -1.713
H -1.689 -0.504 -2.883
H -0.453 -1.702 -2.822
H -2.375 -2.763 -1.839
H -2.559 -1.415 -0.612
H -0.767 -2.136 0.354
C 1.613 2.563 1.157
C 1.664 1.617 -0.015
O 1.993 0.292 0.460
H 0.799 2.271 1.827
H 1.278 3.547 0.810
H 2.572 2.621 1.661
H 2.454 1.869 -0.717
H 0.705 1.509 -0.528
H 1.269 -0.120 0.936
```

Computed properties:
* HOMO (alpha / beta): -0.461 / -0.461 Ha
* multiplicity: 6
* lowest unoccupied orbital energy (alpha / beta): -8.18 / -8.08 eV
* energy relative to the best compared isomer or geometry (same formula, charge and spin): 58.36 kJ/mol
* net charge: +1

# 4
Formula: C2LiO4Yb
Source: the OMol25 dataset
Level of theory: ωB97M-V with the def2-TZVPD basis set

```
8
C2LiO4Yb, DFT ωB97M-V with the def2-TZVPD basis set
O 1.032 -0.737 -0.138
Li 3.027 -0.810 -0.475
O -0.177 -2.102 -1.542
O 2.075 -2.154 -1.426
C 0.915 -1.800 -1.101
C 0.085 0.320 0.003
O 0.311 1.085 0.949
Yb -2.166 1.668 0.674
```

Computed properties:
* HOMO (alpha / beta): -0.334 / -0.450 Ha
* multiplicity: 3
* lowest unoccupied orbital energy (alpha / beta): -3.81 / -8.87 eV
* net charge: +1

# 5
Formula: C4H11N2O
Source: the OMol25 dataset
Level of theory: ωB97M-V with the def2-TZVPD basis set

```
18
C4H11N2O, DFT ωB97M-V with the def2-TZVPD basis set
C 1.073 -2.196 0.201
N 0.326 -1.379 -0.819
C -0.357 -0.245 -0.646
O -1.109 0.382 -1.400
C -0.134 0.544 0.671
C 1.290 1.076 0.859
N -1.192 1.609 0.707
H 0.841 -1.665 1.126
H 0.588 -3.176 0.107
H 2.171 -2.192 0.090
H 0.328 -1.946 -1.656
H -0.353 -0.156 1.488
H 1.656 1.739 0.059
H 1.874 0.157 0.860
H 1.378 1.471 1.889
H -2.116 1.200 0.882
H -1.238 1.828 -0.319
H -1.101 2.432 1.299
```

Computed properties:
* HOMO: -0.529 Ha
* lowest unoccupied orbital energy: -3.29 eV
* energy relative to the best compared isomer or geometry (same formula, charge and spin): 129.04 kJ/mol
* SMILES string: CNC(=O)[C@@H](C)[NH3+]
* net charge: +1